ORCA calculation (ωB97M-V with the def2-TZVPD basis set) on 2 unconnected molecules or ions with the total composition C2Cl2O3.

relative energy (zero: lowest compared OMol25 entry of this formula, charge and spin): 100.96 kJ/mol
gap between HOMO and LUMO (spin up / spin down): 0.2933 / 0.2931 hartree
highest occupied orbital energy (spin up / spin down): -10.22 / -10.22 eV

Last column: natural (NBO) charge in e.
Positions of all 7 atoms, in Å:
Cl 3.058 -1.711 1.209  -0.392
Cl 1.035 -1.064 2.095  0.288
O -0.950 2.155 -1.811  -0.511
O -0.773 -0.085 -2.199  -0.510
O -1.047 0.073 0.896  -0.401
C -0.843 1.032 -1.981  1.020
C -0.480 -0.400 1.790  0.506



ORCA calculation (ωB97M-V with the def2-TZVPD basis set) on a single C2Cl3FO molecule.

multiplicity: 3
relative energy (zero: lowest compared OMol25 entry of this formula, charge and spin): 204.92 kJ/mol
gap between HOMO and LUMO (spin up / spin down): 0.2412 / 0.2207 hartree
highest occupied orbital energy (spin up / spin down): -6.09 / -11.34 eV
expectation value of S²: 2.007

Last column: natural (NBO) charge in e.
Positions of all 7 atoms, in Å:
Cl -0.230 -0.385 -2.028  0.052
Cl 1.811 0.705 -0.219  0.291
Cl -0.691 1.879 -0.361  0.163
F 0.170 -1.790 0.539  -0.335
O -0.799 -0.176 1.754  -0.512
C -0.330 -0.562 0.778  0.804
C 0.071 0.330 -0.462  -0.462



Which of these has the highest relative energy (zero: lowest compared OMol25 entry of this formula, charge and spin)?
C2Cl3FO



Which value of relative energy (zero: lowest compared OMol25 entry of this formula, charge and spin) does entry 2 give?
204.92 kJ/mol



relative energy (zero: lowest compared OMol25 entry of this formula, charge and spin) of number 1 (C2Cl2O3)?
100.96 kJ/mol